An isolated molecule of C4H7N3O in a non-equilibrium geometry, computed with the ωB97M-V functional and the def2-TZVPD basis.

Geometry as XYZ:
```
15
Properties=species:S:1:pos:R:3:forces:R:3:lowdin_charge:R:1
N -1.110725 -2.482703 -0.631280 -4.1 -2.3 2.5 -0.0009
C -0.678423 -1.145640 -0.415493 0.2 0.2 -3.7 -0.3712
C -0.511265 -0.007037 -1.299444 -0.6 -0.7 3.0 0.0179
C 0.209906 0.926841 -0.506461 1.2 1.6 2.8 -0.3126
N 0.252994 2.403206 -0.536223 -2.2 -0.4 -3.3 0.0009
C 0.562136 0.342198 0.746941 0.9 4.4 -1.9 -0.3477
O 1.213183 0.770061 1.918030 -0.8 -2.1 -1.3 0.0616
N 0.118449 -0.856623 0.653295 2.3 -7.0 4.5 0.0652
H -1.069545 -3.022537 -1.464423 1.0 0.7 -1.1 0.0230
H -2.212079 -2.998772 -0.263793 4.2 3.1 -0.7 0.1937
H -1.046950 0.363797 -2.151435 -0.3 -0.6 -0.4 0.0880
H -0.826705 2.573260 -0.869806 3.7 0.4 0.8 0.1308
H 0.921304 2.705735 -1.337269 -1.8 -0.4 1.6 0.0934
H 1.379705 1.700093 1.990050 -0.2 0.9 -0.7 0.0845
H 0.829646 -1.627399 1.198645 -3.5 2.3 -1.9 0.2735
```
Forces are in eV/Å.

The LUMO energy is 0.031 Eh. Its HOMO energy is -7.20 eV. The electronic energy comes out at -395.9943 Ha. Its multiplicity is 1. Its HOMO-LUMO gap is 8.0 eV. Its structure (SMILES) is Nc1cc(N)c(O)[nH]1. As for the energy above the lowest of the compared OMol25 structures with the same formula, charge and spin: 404.6 kJ/mol.

---

An isolated ion of composition C8H13OS and charge -1 in a non-equilibrium geometry, computed with the ωB97M-V functional and the def2-TZVPD basis.

Geometry as XYZ:
```
23
Properties=species:S:1:pos:R:3:forces:R:3:lowdin_charge:R:1
C -0.218686 2.087678 0.488878 0.2 0.9 -2.9 -0.0557
C 0.085715 0.599422 0.471722 -0.3 1.4 1.0 -0.4639
C 0.377026 0.139924 1.881526 0.3 3.8 0.4 -0.0360
C 0.892914 0.105724 -0.647391 3.5 -1.5 -1.8 -0.1473
C 2.295460 -0.967219 -0.422247 -3.2 0.8 -0.4 -1.0025
O 2.143365 -1.940073 0.305759 -0.2 0.4 0.4 -0.1391
S 3.559688 -0.624054 -1.425805 1.3 0.6 -0.8 0.4110
C -0.498825 -0.411439 -0.480678 -0.5 -0.6 -1.3 -0.4563
C -0.839210 -1.793627 0.044152 -0.9 0.2 0.1 -0.0416
C -1.402132 -0.006659 -1.592865 -1.0 1.7 -0.9 -0.0734
H 0.440582 2.760790 1.043220 0.8 -0.6 -0.1 0.0716
H -1.120820 2.254871 0.993818 -1.9 0.3 0.4 0.0428
H -0.258594 2.545862 -0.604292 -0.1 -0.9 2.2 0.1099
H -0.274499 0.544064 2.697006 -0.3 -0.7 -0.9 0.0932
H 1.292844 0.678426 2.126696 0.5 -0.3 0.1 0.0882
H 0.573339 -0.848297 1.936679 0.4 -3.2 0.5 0.0238
H 0.985415 0.801389 -1.606798 0.1 -1.5 2.4 0.1449
H -1.671758 -1.648812 0.755828 0.7 -0.2 0.6 0.0868
H 0.079457 -2.250541 0.365130 -0.1 -0.5 0.8 0.0501
H -1.351931 -2.491404 -0.632887 0.6 0.5 -0.7 0.0742
H -2.443338 -0.154546 -1.352285 -0.7 -0.2 0.4 0.0610
H -1.313027 -0.471924 -2.597768 0.7 -0.1 0.7 0.0913
H -1.332984 1.090446 -1.747396 0.1 -0.5 -0.2 0.0672
```
Forces are in eV/Å.

The LUMO energy is 0.128 Eh. Its HOMO energy is -3.32 eV. The electronic energy comes out at -786.0351 Ha. Its multiplicity is 1. Its HOMO-LUMO gap is 6.8 eV. Its structure (SMILES) is CC1(C)C(C([O-])=S)C1(C)C. The total charge is -1.

---

> Which of these has the highest HOMO-LUMO gap?

C4H7N3O

---

> Number 1 is which compound?

C4H7N3O